[1]
Computed, not measured: the molecule C4H9NO2, with ωB97M-V/def2-TZVPD.

Geometry as XYZ:
```
16
C4H9NO2 (ωB97M-V/def2-TZVPD)
C 1.146 -0.380 1.423
C 0.286 0.494 0.520
C 1.094 1.035 -0.645
N -0.930 -0.235 0.139
C -1.393 -0.593 -1.087
O -0.760 -1.032 -2.009
O -2.775 -0.423 -1.182
H 1.969 0.151 1.894
H 1.417 -1.275 0.864
H 0.564 -0.805 2.233
H -0.086 1.357 1.085
H 1.744 0.254 -1.012
H 1.778 1.803 -0.282
H 0.479 1.475 -1.426
H -1.437 -0.530 0.946
H -3.097 -1.295 -1.459
```

Output
SMILES string: CC(C)NC(=O)O
max |F|: 1.30 eV/Å
ΔE to the lowest compared entry with this formula, charge and spin: 18.7 kcal/mol
lowest unoccupied orbital energy: 0.7 eV
E: -363.05573 hartree

How positive or negative is each atom? The natural (NBO) charges in e answer that: number 1, C, carries -0.6170; number 2, C, carries -0.0282; number 3, C, carries -0.6147; number 4, N, carries -0.6608; number 5, C, carries 0.8768; number 6, O, carries -0.5991; number 7, O, carries -0.7138; number 8, H, carries 0.2169; number 9, H, carries 0.2165; number 10, H, carries 0.2015; number 11, H, carries 0.1827; number 12, H, carries 0.2177; number 13, H, carries 0.2133; number 14, H, carries 0.2238; number 15, H, carries 0.3976; number 16, H, carries 0.4868

=====

[2]
Computed, not measured: the molecule C4H9NO2, with ωB97M-V/def2-TZVPD.

Geometry as XYZ:
```
16
C4H9NO2 (ωB97M-V/def2-TZVPD)
C -0.261 1.582 0.066
C 0.199 0.239 -0.481
O 0.466 0.327 -1.836
C 1.407 -0.341 0.272
O 2.323 -0.838 -0.371
C -0.979 -0.900 -0.251
N -1.004 -1.360 1.089
H -0.486 1.514 1.128
H 0.530 2.317 -0.087
H -1.149 1.911 -0.470
H 1.287 -0.184 -1.985
H 1.566 0.018 1.301
H -0.718 -1.734 -0.905
H -1.906 -0.408 -0.550
H -1.348 -0.638 1.714
H 0.073 -1.504 1.365
```

Output
SMILES string: C[C@@](O)(C=O)CN
max |F|: 3.52 eV/Å
ΔE to the lowest compared entry with this formula, charge and spin: 51.3 kcal/mol
lowest unoccupied orbital energy: 0.3 eV
E: -363.00375 hartree

How positive or negative is each atom? The natural (NBO) charges in e answer that: number 1, C, carries -0.6306; number 2, C, carries 0.1293; number 3, O, carries -0.7124; number 4, C, carries 0.3853; number 5, O, carries -0.5221; number 6, C, carries -0.2178; number 7, N, carries -0.8030; number 8, H, carries 0.2052; number 9, H, carries 0.2235; number 10, H, carries 0.2299; number 11, H, carries 0.4910; number 12, H, carries 0.1376; number 13, H, carries 0.1974; number 14, H, carries 0.1974; number 15, H, carries 0.3531; number 16, H, carries 0.3363

=====

[3]
Computed, not measured: a cluster of 2 separate species, C4H9NO2 in total, with ωB97M-V/def2-TZVPD.

Geometry as XYZ:
```
16
C4H9NO2 (ωB97M-V/def2-TZVPD)
N -1.470 -1.621 1.344
C -0.502 -0.672 1.137
O 0.699 -1.086 1.021
C -0.833 0.698 1.018
C 1.350 0.552 -0.173
C 0.739 0.708 -1.533
O 0.248 -0.533 -2.000
H -1.158 -2.580 1.420
H -2.304 -1.375 1.858
H -1.877 0.993 0.874
H -0.246 1.386 1.622
H 1.530 1.486 0.354
H 2.196 -0.128 -0.146
H -0.035 1.487 -1.517
H 1.573 1.061 -2.186
H -0.151 -0.377 -2.867
```

Output
max |F|: 0.77 eV/Å
ΔE to the lowest compared entry with this formula, charge and spin: 118.0 kcal/mol
lowest unoccupied orbital energy (spin up / spin down): -0.2 / -0.2 eV
E: -362.89746 hartree

How positive or negative is each atom? The natural (NBO) charges in e answer that: number 1, N, carries -0.8014; number 2, C, carries 0.6135; number 3, O, carries -0.6342; number 4, C, carries -0.7400; number 5, C, carries -0.0231; number 6, C, carries -0.1403; number 7, O, carries -0.7041; number 8, H, carries 0.3958; number 9, H, carries 0.3908; number 10, H, carries 0.1984; number 11, H, carries 0.2107; number 12, H, carries 0.2010; number 13, H, carries 0.2043; number 14, H, carries 0.1847; number 15, H, carries 0.1730; number 16, H, carries 0.4711

=====

[4]
Computed, not measured: a cluster of 2 separate species, C4H9NO2 in total, with ωB97M-V/def2-TZVPD.

Geometry as XYZ:
```
16
C4H9NO2 (ωB97M-V/def2-TZVPD)
C 1.782 1.127 1.254
N 0.431 0.778 1.675
C 0.210 -0.492 1.888
C -0.579 -0.799 -0.168
O -0.774 0.438 -0.410
O -0.920 -1.626 -1.130
C -1.457 -1.078 -2.348
H 2.484 0.284 1.335
H 2.163 1.947 1.870
H 1.780 1.475 0.212
H -0.388 0.898 0.536
H -0.737 -0.796 2.331
H 1.021 -1.222 1.964
H -1.543 -1.916 -3.041
H -0.791 -0.310 -2.746
H -2.433 -0.633 -2.147
```

Output
max |F|: 0.35 eV/Å
ΔE to the lowest compared entry with this formula, charge and spin: 95.5 kcal/mol
lowest unoccupied orbital energy: 1.0 eV
E: -362.93337 hartree

How positive or negative is each atom? The natural (NBO) charges in e answer that: number 1, C, carries -0.4296; number 2, N, carries -0.6110; number 3, C, carries -0.0442; number 4, C, carries 0.5421; number 5, O, carries -0.6916; number 6, O, carries -0.4986; number 7, C, carries -0.2828; number 8, H, carries 0.1757; number 9, H, carries 0.2042; number 10, H, carries 0.1917; number 11, H, carries 0.4877; number 12, H, carries 0.1938; number 13, H, carries 0.1752; number 14, H, carries 0.1978; number 15, H, carries 0.1961; number 16, H, carries 0.1934

=====

[5]
Computed, not measured: a cluster of 2 separate species, C4H9NO2 in total, with ωB97M-V/def2-TZVPD.

Geometry as XYZ:
```
16
C4H9NO2 (ωB97M-V/def2-TZVPD)
C -2.030 0.030 -0.388
C -0.523 0.166 -0.215
C -0.008 -0.795 0.845
O -0.161 1.483 0.220
H -2.527 0.182 0.576
H -2.278 -0.973 -0.751
H -2.431 0.755 -1.106
H -0.030 -0.034 -1.181
H -0.640 -0.748 1.737
H 0.009 -1.819 0.464
H 1.000 -0.526 1.161
H -0.548 2.121 -0.395
N 2.708 0.784 -0.070
C 2.742 -0.391 -0.370
O 2.874 -1.522 -0.655
H 1.842 1.287 0.128
```

Output
SMILES string: CC(C)O.N=C=O
max |F|: 0.86 eV/Å
ΔE to the lowest compared entry with this formula, charge and spin: 21.7 kcal/mol
lowest unoccupied orbital energy: 0.7 eV
E: -363.05095 hartree

How positive or negative is each atom? The natural (NBO) charges in e answer that: number 1, C, carries -0.6301; number 2, C, carries 0.0897; number 3, C, carries -0.6289; number 4, O, carries -0.7404; number 5, H, carries 0.2137; number 6, H, carries 0.2204; number 7, H, carries 0.2054; number 8, H, carries 0.1606; number 9, H, carries 0.2127; number 10, H, carries 0.2231; number 11, H, carries 0.2168; number 12, H, carries 0.4757; number 13, N, carries -0.7905; number 14, C, carries 0.8521; number 15, O, carries -0.5249; number 16, H, carries 0.4447

=====

[6]
Computed, not measured: a cluster of 2 separate species, C4H9NO2P in total, with ωB97M-V/def2-TZVPD.

Geometry as XYZ:
```
17
C4H9NO2P (ωB97M-V/def2-TZVPD)
C 0.713 0.031 -1.757
C -0.334 -0.926 -2.225
C 2.028 2.074 -2.189
C -1.223 -0.171 3.308
N 1.266 1.042 -2.084
O -0.120 0.601 0.838
O -1.300 -1.620 0.927
P -0.474 -0.650 1.584
H 0.243 -1.565 -2.943
H -0.497 -1.670 -1.420
H -1.147 -0.544 -2.725
H 3.049 2.006 -2.660
H 0.691 -1.299 1.961
H 1.683 2.898 -1.497
H -0.919 0.643 3.927
H -2.278 0.185 2.979
H -1.380 -1.035 3.976
```

Output
spin multiplicity: 3
max |F|: 4.57 eV/Å
<S²>: 2.0077
lowest unoccupied orbital energy (spin up / spin down): 4.1 / 2.9 eV
net charge: -1
E: -704.29910 hartree

How positive or negative is each atom? The natural (NBO) charges in e answer that: number 1, C, carries 0.4586; number 2, C, carries -0.7447; number 3, C, carries -0.2354; number 4, C, carries -1.0228; number 5, N, carries -0.5559; number 6, O, carries -1.1889; number 7, O, carries -1.1945; number 8, P, carries 2.0583; number 9, H, carries 0.2145; number 10, H, carries 0.2880; number 11, H, carries 0.2016; number 12, H, carries 0.1556; number 13, H, carries -0.2383; number 14, H, carries 0.1899; number 15, H, carries 0.2057; number 16, H, carries 0.2097; number 17, H, carries 0.1986

=====

[7]
Computed, not measured: a structure of composition C4H9NO2S, with ωB97M-V/def2-TZVPD.

Geometry as XYZ:
```
17
C4H9NO2S (ωB97M-V/def2-TZVPD)
O 1.767 -0.845 1.750
C 1.681 -1.103 0.456
O 2.249 -1.914 -0.238
C 0.735 -0.090 -0.340
C 0.032 0.919 0.606
C -1.491 1.042 0.312
S -2.089 1.578 -1.249
N -0.181 -1.139 -0.843
H 2.602 -0.417 1.173
H 1.282 0.415 -1.144
H 0.508 1.890 0.441
H 0.179 0.682 1.662
H -1.878 1.822 0.969
H -1.984 0.111 0.636
H -2.658 -0.174 -2.150
H -1.102 -0.777 -1.087
H 0.349 -2.000 -0.953
```

Output
max |F|: 5.92 eV/Å
ΔE to the lowest compared entry with this formula, charge and spin: 141.5 kcal/mol
lowest unoccupied orbital energy: -1.3 eV
E: -761.03798 hartree

How positive or negative is each atom? The natural (NBO) charges in e answer that: number 1, O, carries -0.5947; number 2, C, carries 0.6917; number 3, O, carries -0.5752; number 4, C, carries -0.1408; number 5, C, carries -0.4313; number 6, C, carries -0.6161; number 7, S, carries 0.0457; number 8, N, carries -0.9177; number 9, H, carries 0.5113; number 10, H, carries 0.1916; number 11, H, carries 0.2054; number 12, H, carries 0.2371; number 13, H, carries 0.2395; number 14, H, carries 0.2451; number 15, H, carries 0.0886; number 16, H, carries 0.3992; number 17, H, carries 0.4204